A cluster of 3 separate species, C18H32IN2O8PS in total, computed with ωB97M-V/def2-TZVPD.

Structure (XYZ):
```
63
Properties=species:S:1:pos:R:3:forces:R:3:mulliken_charge:R:1
O 2.868714 2.105720 3.275778 2.66 0.16 0.40 -0.445
C 4.244526 2.003532 2.910146 3.52 -0.41 -0.95 0.229
C 4.900481 3.252470 2.197402 3.29 -3.24 0.16 -0.373
C 6.381971 3.136218 1.757574 -2.52 -0.78 1.17 -0.503
C 7.267580 1.868303 2.000908 -0.63 -0.23 0.06 0.534
N 8.667445 1.703729 1.589278 -4.86 -2.49 2.63 -0.534
S 8.975170 0.107740 2.125213 -2.13 1.28 0.38 0.232
N 7.549996 -0.480950 2.869845 -1.00 4.86 -1.91 -0.508
C 6.608600 0.623097 2.716826 0.93 1.16 -0.73 0.346
C 5.097579 0.727500 3.144065 -1.03 2.62 -0.54 0.104
P 4.350952 -0.837135 3.950860 0.19 -0.54 -1.78 0.044
O 3.041203 -1.234427 2.867178 2.03 1.29 0.53 -0.390
I 3.284568 -0.325175 6.102754 -0.22 0.45 -0.40 -0.127
H 2.831274 2.742392 4.038167 -0.01 -0.81 -0.95 0.344
H 4.257630 4.177743 2.016281 1.22 -1.45 0.19 0.356
H 6.841285 4.031687 1.210832 -0.69 -1.56 0.95 0.309
H 3.436298 -1.038695 1.977068 -0.70 -0.22 0.86 0.342
C 2.047369 -1.458137 -4.337861 0.27 0.00 0.35 -0.843
O 1.496805 -1.355754 -3.035963 -0.31 -0.22 -0.52 -0.268
C 0.102155 -1.078405 -3.017446 0.09 -0.18 0.58 -0.474
C -0.649019 -2.009637 -2.059731 -0.11 0.10 -0.09 0.130
O -0.664188 -3.392294 -2.414214 0.28 0.15 0.07 -0.509
C 0.579113 -4.095029 -2.387854 -0.04 -0.18 0.01 -0.262
C 1.237041 -4.241943 -1.015578 0.00 0.28 -0.24 -0.536
O 1.677084 -2.990836 -0.500932 -0.53 -0.22 0.14 -0.259
C 1.298354 -2.753817 0.845100 0.27 0.15 -0.20 -0.716
H 2.433505 -0.486034 -4.653898 -0.03 0.01 -0.21 0.290
H 2.880275 -2.166352 -4.295083 -0.03 0.12 0.03 0.237
H 1.326838 -1.835236 -5.069296 -0.04 0.07 0.03 0.381
H -0.342197 -1.153475 -4.013375 0.09 -0.08 -0.07 0.373
H -0.018206 -0.045458 -2.669908 -0.27 -0.01 0.00 0.356
H -1.698330 -1.697240 -2.065112 0.01 -0.07 -0.15 0.390
H -0.315026 -1.883228 -1.031085 0.28 0.05 -0.06 -0.277
H 1.269082 -3.680768 -3.120291 0.15 0.15 0.16 0.043
H 0.342698 -5.105280 -2.739702 -0.10 0.06 0.12 0.433
H 2.120885 -4.881553 -1.112847 -0.11 -0.22 -0.12 0.421
H 0.531233 -4.734975 -0.331689 0.09 0.17 -0.04 0.314
H 0.327123 -3.195677 1.089477 0.04 -0.06 -0.03 0.400
H 1.215272 -1.672739 0.982667 0.07 -0.07 0.01 0.127
H 2.068535 -3.132756 1.520210 -0.17 -0.05 0.16 0.280
C -6.716264 2.266831 -2.070388 0.36 -0.18 -0.17 -0.829
O -5.487064 2.453016 -1.389725 -0.59 0.04 0.30 -0.255
C -5.559166 3.368994 -0.304831 0.52 -0.29 0.09 -0.499
C -4.900066 2.805139 0.958758 -0.05 0.13 0.01 -0.184
O -5.533164 1.665408 1.539691 0.13 0.00 -0.30 -0.471
C -5.522439 0.448434 0.791302 -0.03 -0.13 0.11 -0.350
C -4.149656 -0.181129 0.552432 -0.18 0.24 -0.15 -0.484
O -3.341649 0.614699 -0.307130 0.12 0.05 0.56 -0.227
C -2.024093 0.824679 0.170284 -0.11 0.10 -0.37 -0.457
H -6.781402 2.959589 -2.912841 -0.21 0.05 -0.02 0.272
H -6.733104 1.244085 -2.458644 0.05 0.11 -0.02 0.237
H -7.582044 2.387772 -1.412989 0.04 0.07 0.01 0.394
H -6.590426 3.650912 -0.076521 -0.08 -0.11 -0.05 0.347
H -5.020047 4.274179 -0.608445 -0.02 0.12 0.23 0.372
H -4.951975 3.586568 1.723536 -0.17 -0.07 0.00 0.439
H -3.838287 2.617300 0.808374 -0.01 -0.06 -0.28 -0.031
H -6.076059 0.565570 -0.138136 0.20 0.04 -0.17 0.086
H -6.099533 -0.261254 1.394194 0.12 0.09 0.08 0.425
H -4.285311 -1.151491 0.062886 -0.17 -0.12 0.17 0.355
H -3.661254 -0.352342 1.522543 0.00 0.10 -0.16 0.361
H -1.979956 0.885403 1.262193 -0.03 -0.09 -0.02 0.463
H -1.672635 1.779296 -0.229818 -0.01 -0.09 -0.06 0.243
H -1.366081 0.031220 -0.192487 0.15 -0.02 0.19 -0.204
```
Forces are in eV/Å.

HOMO-LUMO gap: 6.902 eV
SMILES: Oc1ccc2nsnc2c1P(O)I.COCCOCCOC.COCCOCCOC

The ion C4H8N with charge +2, computed with ωB97M-V/def2-TZVPD.

Structure (XYZ):
```
13
Properties=species:S:1:pos:R:3:forces:R:3:mulliken_spin:R:1
C -1.765696 -0.467683 -1.250488 0.02 -1.00 -0.03 0.041
C -0.937616 0.255159 -0.292015 -3.11 2.24 -2.37 0.256
C 0.004074 -0.312684 0.468554 3.79 -0.66 0.70 0.482
N 1.345785 0.236000 0.374039 -2.34 0.06 0.74 -0.009
C 1.960670 0.420330 1.462665 3.65 0.56 -0.01 0.059
H -1.703505 0.087069 -2.180568 -0.02 0.59 -0.50 0.019
H -1.533701 -1.516723 -1.495670 0.20 0.33 0.69 0.002
H -2.854041 -0.429563 -1.081458 -0.23 0.38 0.38 0.073
H -1.028258 1.427980 -0.347619 0.43 -2.09 0.18 0.038
H 0.144207 -1.180105 1.102750 -1.44 -0.56 -0.10 0.034
H 1.736669 0.531467 -0.509981 0.20 0.16 -0.47 -0.004
H 2.994719 0.798709 1.290794 -0.69 0.03 0.76 0.008
H 1.636695 0.150046 2.459003 -0.46 -0.06 0.04 0.002
```
Forces are in eV/Å.

HOMO-LUMO gap (spin up / spin down): 9.504 / 9.391 eV
2S+1: 2
energy relative to the best compared isomer or geometry (same formula, charge and spin): 26.8 kcal per mole
charge: +2

A structure of composition C3H6HgO5, computed with ωB97M-V/def2-TZVPD.

Structure (XYZ):
```
15
Properties=species:S:1:pos:R:3:forces:R:3:mulliken_spin:R:1
C -3.704573 -1.051107 -2.272379 -0.32 0.57 0.40 0.000
C -2.299071 -1.165777 -2.853094 0.37 0.09 0.95 -0.002
O -2.411441 -1.373090 -4.260943 0.93 -0.46 -1.46 0.015
C -1.286826 -1.591595 -4.980212 -2.79 1.31 1.87 0.093
O -0.175574 -1.616013 -4.397834 0.39 -0.23 0.68 0.022
O -1.452347 -1.668635 -6.223677 -0.36 -0.31 -0.54 0.040
O -3.671159 -0.939968 -0.893370 0.06 1.69 0.87 0.001
Hg 0.731109 -1.995563 -6.369907 1.72 -0.34 -1.25 0.828
H -4.273478 -1.947504 -2.600808 0.11 0.11 0.11 0.000
H -4.204814 -0.181628 -2.748793 0.12 -0.18 -0.06 0.000
H -1.768980 -2.011888 -2.391743 -0.15 0.22 -0.11 0.001
H -1.725265 -0.247226 -2.655084 -0.16 -0.26 -0.07 0.001
H -3.699487 0.321230 -0.269073 0.05 0.13 0.33 0.000
O -3.706673 1.580594 0.496128 0.04 -2.04 -1.72 0.000
H -3.787255 1.355183 1.425842 -0.01 -0.30 -0.02 0.000
```
Forces are in eV/Å.

HOMO-LUMO gap (spin up / spin down): 6.558 / 4.087 eV
2S+1: 2
energy relative to the best compared isomer or geometry (same formula, charge and spin): 20.4 kcal per mole
charge: -1

A cluster of 4 separate species, C2H12O3S2 in total, computed with ωB97M-V/def2-TZVPD.

Structure (XYZ):
```
19
Properties=species:S:1:pos:R:3:forces:R:3:mulliken_charge:R:1
C 2.168916 -1.284561 0.350504 -1.76 1.66 -0.25 -0.577
S 1.584649 -0.423893 1.861783 1.65 -0.79 0.22 -0.098
S -0.350011 -0.658912 1.544948 -2.17 -1.05 -0.84 -0.014
C -0.437904 -2.335105 0.751296 -3.51 1.41 0.29 -0.959
H 1.652979 -0.707195 -0.484213 1.25 -0.79 0.65 0.095
H 1.863598 -2.332629 0.305203 0.49 0.35 0.25 0.262
H 3.203757 -1.118832 0.501896 1.21 -0.17 -0.84 0.330
H -1.530677 -2.649639 1.017281 1.94 0.45 -0.99 0.257
H 0.192714 -3.018360 1.188402 1.40 -1.49 1.39 0.417
H -0.204707 -2.299506 -0.314979 -0.56 0.16 0.17 0.316
O 0.100318 1.011438 -3.509968 -0.63 0.67 -0.06 -0.603
H -0.264688 0.661511 -2.707811 -0.96 0.26 0.86 0.294
H 0.792951 0.394500 -3.615315 1.55 -0.88 -0.80 0.304
O -2.523762 2.360964 -0.867187 -0.62 0.66 0.55 -0.625
H -2.068982 2.489046 -0.013318 0.11 -0.16 -0.47 0.365
H -3.265518 2.999843 -0.834308 0.65 -0.59 -0.14 0.314
O -0.379710 2.523003 1.238832 -0.70 0.50 1.21 -0.618
H 0.188228 1.790459 1.439615 1.03 -0.86 -0.77 0.191
H -0.722152 2.597866 2.147331 -0.37 0.67 -0.43 0.350
```
Forces are in eV/Å.

HOMO-LUMO gap: 8.651 eV
SMILES: CSSC.O.O.O
energy relative to the best compared isomer or geometry (same formula, charge and spin): 37.9 kcal per mole